## P
A cluster of 2 separate species, C16H17NO in total, computed with wB97M-V/def2-TZVPD.

XYZ file:
```
35
C16H17NO | the Open Molecules 2025 dataset | wB97M-V/def2-TZVPD
C -4.81 1.32 -0.36
C -3.61 1.28 0.57
C -2.85 2.39 1.01
N -1.77 1.96 1.78
C -1.76 0.57 1.60
C -0.89 -0.21 2.35
C -1.12 -1.60 2.29
C -2.16 -2.18 1.46
C -3.06 -1.37 0.79
C -2.91 0.12 0.92
H -4.53 1.05 -1.29
H -5.24 2.29 -0.32
H -5.49 0.57 0.05
H -2.82 3.47 0.74
H -1.12 2.43 2.38
H -0.14 0.08 2.96
H -0.55 -2.28 2.85
H -2.10 -3.28 1.49
H -3.82 -1.82 0.12
C 4.36 1.11 0.30
C 3.67 0.17 -0.60
C 4.41 -0.29 -1.79
C 3.68 -1.06 -2.69
C 2.29 -1.21 -2.56
O 1.65 -2.03 -3.50
C 1.60 -0.93 -1.41
C 2.32 -0.28 -0.45
H 3.71 1.93 0.54
H 5.24 1.52 -0.17
H 4.44 0.65 1.28
H 5.48 -0.37 -1.75
H 4.07 -1.70 -3.53
H 1.53 -1.47 -4.37
H 0.54 -1.05 -1.23
H 1.74 0.20 0.53
```

SMILES   Cc1c[nH]c2ccccc12.Cc1ccc(O)cc1
Highest occupied orbital energy   -7.63 eV
LUMO level   0.75 eV
2S+1   1
Frontier orbital gap   8.373 eV

Here are the Löwdin charges for atoms 1 to 4, given in e: -0.029 -0.227 -0.041 0.074

---

## Q
A cluster of 2 separate species, C16H17NO in total, computed with wB97M-V/def2-TZVPD.

XYZ file:
```
35
C16H17NO | the Open Molecules 2025 dataset | wB97M-V/def2-TZVPD
C 3.71 -1.33 -1.69
C 3.44 -1.92 -0.33
C 4.43 -2.06 0.59
N 3.82 -2.52 1.83
C 2.48 -2.73 1.63
C 1.56 -3.37 2.36
C 0.17 -2.96 2.08
C -0.11 -2.05 1.07
C 0.94 -1.86 0.02
C 2.19 -2.29 0.32
H 3.51 -2.18 -2.37
H 4.79 -1.10 -1.78
H 3.22 -0.35 -1.89
H 5.48 -1.89 0.68
H 4.43 -2.87 2.58
H 1.67 -3.95 3.30
H -0.65 -3.50 2.59
H -1.00 -1.51 0.77
H 0.50 -1.14 -0.72
C -2.57 1.13 -3.22
C -2.86 1.90 -1.97
C -4.01 1.98 -1.13
C -3.96 2.96 -0.09
C -2.77 3.51 0.27
O -2.84 4.30 1.35
C -1.65 3.50 -0.58
C -1.71 2.68 -1.68
H -1.70 0.43 -2.95
H -2.56 1.87 -4.00
H -3.33 0.47 -3.55
H -5.01 1.55 -1.43
H -4.91 3.12 0.57
H -2.44 5.23 1.16
H -0.72 3.99 -0.08
H -0.98 2.49 -2.44
```

SMILES   Cc1c[nH]c2ccccc12.Cc1ccc(O)cc1
Highest occupied orbital energy   -7.69 eV
LUMO level   0.75 eV
2S+1   1
Frontier orbital gap   8.438 eV

Here are the Löwdin charges for atoms 1 to 4, given in e: -0.056 -0.245 -0.018 0.069

---

Which structure is the most stable? The one labeled P.

---

## P
A cluster of 2 separate species, C5H11N3O in total, computed with wB97M-V/def2-TZVPD.

XYZ file:
```
20
C5H11N3O | the Open Molecules 2025 dataset | wB97M-V/def2-TZVPD
H -0.96 2.38 0.44
N -0.16 1.75 0.59
C -0.09 1.01 -0.47
N -1.05 1.18 -1.42
C 1.05 -0.05 -0.59
C 1.20 -0.72 -1.74
C 2.10 -0.04 0.48
H -0.66 1.58 -2.28
H -1.47 0.29 -1.69
H 2.09 -1.33 -1.90
H 0.47 -0.72 -2.54
H 2.97 0.54 0.16
H 1.73 0.40 1.41
H 2.42 -1.06 0.70
N -1.60 -0.47 2.08
C -1.57 -1.37 1.05
O -2.55 -1.90 0.56
H -2.52 -0.13 2.33
H -0.87 0.23 2.11
H -0.53 -1.56 0.69
```

SMILES   [H]/N=C(\N)C(=C)C.NC=O
Highest occupied orbital energy   -9.72 eV
LUMO level   0.29 eV
2S+1   1
Frontier orbital gap   10.014 eV

Here are the Löwdin charges for atoms 1 to 4, given in e: 0.070 0.131 -0.475 0.078

---

## Q
A cluster of 3 separate species, C5H11N3O in total, computed with wB97M-V/def2-TZVPD.

XYZ file:
```
20
C5H11N3O | the Open Molecules 2025 dataset | wB97M-V/def2-TZVPD
C -1.83 -1.13 -1.15
C 0.43 -1.84 -1.81
C 0.29 0.72 -0.08
C 0.54 2.02 1.94
C 0.95 0.56 2.02
H -1.68 -1.58 -0.15
H -2.28 -1.78 -2.03
H -2.50 -0.23 -0.86
H 0.54 -3.01 -0.87
H 0.27 -2.24 -3.25
H 1.58 -1.23 -1.87
H -0.13 2.59 0.02
H 1.43 2.73 2.23
H -0.47 2.35 2.39
H 0.43 -0.05 2.88
H 1.95 0.25 2.19
N -0.46 -0.66 -1.65
N -0.24 0.66 -1.23
N 0.52 2.03 0.45
O 0.66 -0.15 0.83
```

Highest occupied orbital energy   -7.55 eV
LUMO level   0.65 eV
2S+1   1
Frontier orbital gap   8.199 eV

Here are the Löwdin charges for atoms 1 to 4, given in e: -0.110 -0.210 -0.458 -0.127

---

## R
The molecule C5H11N3O, computed with wB97M-V/def2-TZVPD.

XYZ file:
```
20
C5H11N3O | the Open Molecules 2025 dataset | wB97M-V/def2-TZVPD
C -0.56 0.70 -2.17
C -0.68 0.05 -0.99
C -2.07 -0.17 -0.43
N 0.40 -0.43 -0.25
C 1.78 -0.50 -0.74
N 0.23 -0.94 1.04
C 0.43 -0.18 2.17
N 0.80 1.10 1.94
O 0.30 -0.62 3.30
H 0.40 0.90 -2.62
H -1.43 1.06 -2.71
H -2.85 0.20 -1.10
H -2.25 -1.24 -0.28
H -2.19 0.35 0.53
H 2.23 0.50 -0.74
H 2.40 -1.14 -0.10
H 1.82 -0.91 -1.75
H -0.04 -1.91 1.14
H 0.77 1.72 2.73
H 0.51 1.46 1.04
```

SMILES   C=C(C)N(C)NC(N)=O
Highest occupied orbital energy   -8.38 eV
LUMO level   0.79 eV
2S+1   1
Frontier orbital gap   9.177 eV

Here are the Löwdin charges for atoms 1 to 4, given in e: 0.024 -0.379 -0.045 -0.171

---

Which structure is the most stable? The one labeled R.

---

## P
The molecule C3H7NO2, computed with wB97M-V/def2-TZVPD.

XYZ file:
```
13
C3H7NO2 | the Open Molecules 2025 dataset | wB97M-V/def2-TZVPD
C 1.41 -0.03 1.19
C 0.36 0.28 0.15
C -0.87 -0.60 0.06
O -1.21 -1.00 -1.26
N 0.56 1.32 -0.55
O -0.46 1.58 -1.50
H 2.00 0.87 1.37
H 0.97 -0.37 2.13
H 2.08 -0.82 0.83
H -1.70 -0.05 0.53
H -0.72 -1.52 0.65
H -1.96 -0.46 -1.53
H -0.46 0.80 -2.07
```

SMILES   C/C(CO)=N/O
Highest occupied orbital energy   -9.47 eV
LUMO level   0.67 eV
2S+1   1
Frontier orbital gap   10.142 eV

Here are the Löwdin charges for atoms 1 to 4, given in e: -0.043 -0.329 -0.187 -0.069

---

## Q
The molecule C3H7NO2, computed with wB97M-V/def2-TZVPD.

XYZ file:
```
13
C3H7NO2 | the Open Molecules 2025 dataset | wB97M-V/def2-TZVPD
C -0.15 1.17 -0.96
C -0.21 -0.19 -0.23
N -1.43 -0.51 0.59
C 1.09 -0.49 0.46
O 1.91 0.30 0.78
O 1.24 -1.84 0.68
H -1.17 1.36 -1.29
H 0.48 1.04 -1.83
H 0.20 1.98 -0.34
H -0.41 -0.89 -1.06
H -1.29 -0.17 1.54
H -2.13 0.13 0.24
H 1.87 -1.90 1.41
```

SMILES   C[C@H](N)C(=O)O
Highest occupied orbital energy   -9.97 eV
LUMO level   0.81 eV
2S+1   1
Frontier orbital gap   10.778 eV

Here are the Löwdin charges for atoms 1 to 4, given in e: -0.046 -0.358 0.049 -0.497

---

Which structure is the most stable? The one labeled Q.

---

## P
A cluster of 2 separate species, C3H7NO2 in total, computed with wB97M-V/def2-TZVPD.

XYZ file:
```
13
C3H7NO2 | the Open Molecules 2025 dataset | wB97M-V/def2-TZVPD
C 1.33 0.65 -0.09
C 0.15 1.14 -0.45
C -0.90 0.35 -1.18
N -0.89 -1.00 -0.95
O -1.67 0.90 -1.95
H 1.60 -0.38 -0.30
H 2.09 1.27 0.38
H -0.11 2.18 -0.29
H -0.53 -1.36 -0.08
H -1.64 -1.51 -1.39
O -0.05 -1.06 2.03
H -0.20 -0.13 1.81
H 0.82 -1.06 2.45
```

SMILES   C=CC(N)=O.O
Highest occupied orbital energy   -9.88 eV
LUMO level   0.58 eV
2S+1   1
Frontier orbital gap   10.457 eV

Here are the Löwdin charges for atoms 1 to 4, given in e: 0.010 -0.098 -0.555 0.159

---

## Q
A cluster of 2 separate species, C3H7NO2 in total, computed with wB97M-V/def2-TZVPD.

XYZ file:
```
13
C3H7NO2 | the Open Molecules 2025 dataset | wB97M-V/def2-TZVPD
C 1.19 -1.50 0.45
C 0.48 -1.43 -0.74
O -1.40 0.06 0.72
C -0.82 0.95 0.09
O 0.29 0.77 -0.61
N -1.32 2.23 0.05
H 0.63 -1.67 1.36
H 1.02 -0.28 0.20
H 2.26 -1.72 0.44
H 0.99 -1.39 -1.70
H -0.60 -1.43 -0.73
H -0.72 2.96 -0.29
H -2.00 2.46 0.76
```

Highest occupied orbital energy   -9.50 eV
LUMO level   -0.09 eV
2S+1   1
Frontier orbital gap   9.415 eV

Here are the Löwdin charges for atoms 1 to 4, given in e: -0.075 0.079 -0.015 -0.744

---

## R
A cluster of 2 separate species, C3H7NO2 in total, computed with wB97M-V/def2-TZVPD.

XYZ file:
```
13
C3H7NO2 | the Open Molecules 2025 dataset | wB97M-V/def2-TZVPD
C 2.47 0.42 0.60
C 2.32 0.11 -0.63
O 2.12 -0.37 -1.69
H 1.73 0.95 1.15
H 3.48 0.54 0.95
C -1.57 -0.70 -0.79
N -1.12 0.22 0.20
O -2.08 0.61 1.22
H -2.38 -0.38 -1.52
H -0.78 -0.92 -1.45
H -2.04 -1.74 -0.34
H -0.34 -0.16 0.68
H -1.80 1.43 1.63
```

SMILES   C=C=O.CNO
Highest occupied orbital energy   -8.92 eV
LUMO level   0.70 eV
2S+1   1
Frontier orbital gap   9.617 eV

Here are the Löwdin charges for atoms 1 to 4, given in e: 0.002 -0.283 0.157 0.051

---

## S
The molecule C3H7NO2, computed with wB97M-V/def2-TZVPD.

XYZ file:
```
13
C3H7NO2 | the Open Molecules 2025 dataset | wB97M-V/def2-TZVPD
C -0.89 1.46 0.43
C -0.43 0.07 0.14
C 1.09 -0.13 -0.01
O 1.63 -1.12 -0.86
N -1.26 -0.88 0.36
O -0.86 -1.95 -0.46
H -1.98 1.51 0.36
H -0.56 1.77 1.42
H -0.47 2.15 -0.31
H 1.40 -0.32 1.03
H 1.53 0.82 -0.32
H 1.37 -1.99 -0.51
H -0.51 -1.36 -1.17
```

SMILES   C/C(CO)=N/O
Highest occupied orbital energy   -9.24 eV
LUMO level   0.41 eV
2S+1   1
Frontier orbital gap   9.651 eV

Here are the Löwdin charges for atoms 1 to 4, given in e: -0.045 -0.361 -0.196 -0.064

---

Which structure is the most stable? The one labeled P.